(1)
A molecular structure, C10H25Li3NO7 at a distorted geometry, computed with ωB97M-V/def2-TZVPD.

Structure (XYZ):
```
46
Properties=species:S:1:pos:R:3
Li -4.16 1.39 -2.82
Li -2.11 -0.12 -1.41
Li 0.22 -0.29 -0.20
O -1.59 -0.45 0.59
C -2.82 0.18 0.97
C -4.23 -0.17 0.27
O -4.33 -0.06 -1.15
H -2.63 1.25 0.90
H -2.85 0.13 2.06
H -5.03 0.44 0.68
H -4.59 -1.15 0.60
O -2.13 1.02 -3.16
C -1.17 0.22 -3.85
C 0.16 -0.45 -3.34
O 0.03 -1.15 -2.06
H -1.11 0.61 -4.87
H -1.81 -0.59 -4.19
H 0.91 0.34 -3.37
H 0.53 -1.04 -4.18
C -0.58 2.83 -0.43
O 0.30 1.71 -0.45
C 1.68 2.08 -0.36
C 2.60 0.90 -0.07
N 2.05 -0.19 0.79
C 1.97 0.01 2.25
C 3.29 -0.44 2.82
O 3.81 -1.71 2.27
C 3.15 -2.86 2.74
H -0.36 3.46 -1.30
H -0.49 3.40 0.49
H -1.65 2.65 -0.51
H 1.77 2.82 0.44
H 1.89 2.56 -1.31
H 3.53 1.25 0.39
H 2.78 0.42 -1.04
H 2.65 -1.00 0.86
H 1.20 -0.64 2.68
H 1.51 0.99 2.37
H 3.23 -0.54 3.91
H 4.06 0.31 2.68
H 3.05 -2.73 3.81
H 3.87 -3.66 2.57
H 2.14 -2.97 2.34
O -2.89 -3.25 -0.01
H -3.40 -2.46 -0.20
H -2.45 -3.05 0.81
```

Output
**Maximum force**: 0.058 hartree/bohr
**Charge**: -1
**HOMO-LUMO gap**: 5.52 eV
**Energy**: -1000.0611 Ha

Table of Löwdin atomic charges, one value per atom, all in e:
1 Li 0.7563
2 Li 0.6300
3 Li 0.6037
4 O -0.4793
5 C -0.3774
6 C -0.4076
7 O -0.4833
8 H 0.0548
9 H 0.0738
10 H 0.0709
11 H 0.0658
12 O -0.5271
13 C -0.4167
14 C -0.3810
15 O -0.4582
16 H 0.0687
17 H 0.0703
18 H 0.0547
19 H 0.0718
20 C -0.0953
21 O -0.2566
22 C -0.1966
23 C -0.1499
24 N -0.0953
25 C -0.1905
26 C -0.1827
27 O -0.2137
28 C -0.1052
29 H 0.0910
30 H 0.0869
31 H 0.0786
32 H 0.1104
33 H 0.1274
34 H 0.1113
35 H 0.1230
36 H 0.0847
37 H 0.1149
38 H 0.1309
39 H 0.1116
40 H 0.1155
41 H 0.0794
42 H 0.0936
43 H 0.0967
44 O -0.0636
45 H -0.0141
46 H 0.0176



(2)
A molecular structure, C10H25N3O3PRhTe, computed with ωB97M-V/def2-TZVPD.

Structure (XYZ):
```
44
Properties=species:S:1:pos:R:3
Rh 0.03 -0.09 0.11
C -0.74 2.05 1.94
C -0.15 0.95 2.83
N 0.80 0.11 2.06
C 2.20 0.63 2.01
C 2.84 0.30 0.67
N 1.90 0.56 -0.46
C 1.73 1.98 -0.88
C 0.82 2.73 0.08
N -0.33 1.87 0.51
H -1.82 2.01 1.98
H -0.44 3.05 2.26
H 0.34 1.36 3.71
H -0.95 0.29 3.16
H 0.82 -0.82 2.47
H 2.17 1.70 2.18
H 2.79 0.20 2.81
H 3.76 0.86 0.53
H 3.08 -0.76 0.62
H 2.25 0.05 -1.27
H 2.70 2.48 -0.95
H 1.29 1.96 -1.87
H 1.36 3.04 0.98
H 0.45 3.64 -0.39
H -1.13 2.10 -0.08
C -4.03 -4.77 -0.43
C -3.51 -3.94 0.71
O -2.36 -3.12 0.25
P -2.39 -1.65 -0.21
O -1.85 -0.63 0.79
Te -0.70 -1.39 -1.93
O -3.87 -1.37 -0.59
C -4.48 -0.05 -0.80
C -4.43 0.33 -2.26
H -4.83 -5.41 -0.05
H -3.25 -5.40 -0.84
H -4.45 -4.14 -1.21
H -3.08 -4.54 1.51
H -4.25 -3.27 1.13
H -3.98 0.66 -0.15
H -5.50 -0.18 -0.46
H -3.40 0.48 -2.60
H -4.97 1.27 -2.40
H -4.90 -0.43 -2.88
```

Output
**Maximum force**: 0.002 hartree/bohr
**Charge**: +2
**HOMO-LUMO gap (alpha / beta)**: 7.22 / 7.21 eV
**Energy**: -1505.5029 Ha

Table of Löwdin atomic charges, one value per atom, all in e:
1 Rh 0.7460
2 C -0.1191
3 C -0.1375
4 N -0.1312
5 C -0.1384
6 C -0.1337
7 N -0.1863
8 C -0.1430
9 C -0.1285
10 N -0.1242
11 H 0.1286
12 H 0.1332
13 H 0.1374
14 H 0.1238
15 H 0.1500
16 H 0.1154
17 H 0.1466
18 H 0.1423
19 H 0.1361
20 H 0.1166
21 H 0.1430
22 H 0.1295
23 H 0.1141
24 H 0.1469
25 H 0.1392
26 C -0.0554
27 C -0.1909
28 O -0.2582
29 P 0.1472
30 O -0.4591
31 Te 0.8132
32 O -0.2321
33 C -0.2087
34 C -0.0618
35 H 0.0979
36 H 0.0913
37 H 0.0813
38 H 0.1286
39 H 0.1188
40 H 0.1055
41 H 0.1337
42 H 0.0509
43 H 0.0959
44 H 0.0952



(3)
A molecular structure, C10H25N5O2P2Pd, computed with ωB97M-V/def2-TZVPD.

Structure (XYZ):
```
45
Properties=species:S:1:pos:R:3
Pd -0.58 -0.18 -1.52
N -1.73 -0.34 -3.30
N -2.86 -1.09 -2.84
C -3.35 -0.72 -1.55
O -4.46 -0.99 -1.22
O -2.45 -0.12 -0.79
H -2.00 0.60 -3.59
H -1.33 -0.81 -4.10
H -3.61 -1.16 -3.52
C -1.70 0.82 3.27
N -0.99 -0.55 3.10
C 0.44 -0.42 3.64
N 1.12 0.65 2.99
C 0.40 1.91 3.19
N -0.95 1.84 2.64
C -0.97 1.77 1.18
P -0.10 0.25 0.62
C -0.99 -0.98 1.67
C 1.46 0.39 1.59
H -1.77 0.99 4.34
H -2.70 0.71 2.83
H -1.50 -1.25 3.65
H 0.93 -1.38 3.48
H 0.35 -0.22 4.71
H 0.95 2.72 2.71
H 0.34 2.12 4.26
H -0.48 2.66 0.77
H -1.99 1.74 0.80
H -0.52 -1.96 1.60
H -2.01 -1.05 1.30
H 2.07 1.22 1.22
H 2.06 -0.52 1.52
C 2.30 -1.85 -1.67
P 1.53 -0.36 -2.36
C 1.51 -0.64 -4.15
C 2.72 0.98 -2.12
H 3.25 -2.05 -2.17
H 1.64 -2.70 -1.81
H 2.49 -1.72 -0.61
H 2.53 -0.82 -4.50
H 1.12 0.24 -4.67
H 0.92 -1.52 -4.39
H 3.66 0.72 -2.59
H 2.90 1.15 -1.05
H 2.34 1.90 -2.56
```

Output
**Maximum force**: 0.009 hartree/bohr
**Charge**: +2
**HOMO-LUMO gap**: 8.96 eV
**Energy**: -1630.3863 Ha

Table of Löwdin atomic charges, one value per atom, all in e:
1 Pd 0.6246
2 N -0.0477
3 N 0.0201
4 C -0.6832
5 O 0.1287
6 O -0.2548
7 H 0.1275
8 H 0.1014
9 H 0.1537
10 C -0.0767
11 N -0.0570
12 C -0.0903
13 N -0.1380
14 C -0.1292
15 N -0.1366
16 C -0.2492
17 P 0.9454
18 C -0.2057
19 C -0.2667
20 H 0.1550
21 H 0.1582
22 H 0.1932
23 H 0.1514
24 H 0.1548
25 H 0.1465
26 H 0.1497
27 H 0.1146
28 H 0.1021
29 H 0.1183
30 H 0.1028
31 H 0.1001
32 H 0.0998
33 C -0.2372
34 P 0.6879
35 C -0.2445
36 C -0.2281
37 H 0.0694
38 H 0.0578
39 H 0.0319
40 H 0.0698
41 H 0.0599
42 H 0.0527
43 H 0.0716
44 H 0.0329
45 H 0.0626



- What is the formula in the second record?
  C10H25N3O3PRhTe